Record 1
# C18H18FN3O3

C18H18FN3O3 in the gas phase at a distorted geometry (ωB97M-V/def2-TZVPD, OMol25).

Structure (ORCA input):
```
! wB97M-V def2-TZVPD RIJCOSX def2/J DEFGRID3
* xyz 0 1
C -1.19268 1.78194 -5.71343
C -0.37712 2.81784 -4.95508
H -0.96347 3.72978 -4.80460
H 0.55233 3.05218 -5.47792
O 0.03301 2.31644 -3.67816
C -0.84875 2.40252 -2.68233
O -1.92583 2.92726 -2.76806
C -0.30188 1.80224 -1.39847
H -1.16236 1.54431 -0.77234
C 0.55693 2.84852 -0.67199
C 1.12841 2.25337 0.61341
H 1.79083 2.97112 1.09811
C 1.90347 0.97279 0.29626
N 1.05881 0.02830 -0.40918
C 0.34221 -0.87334 0.29649
C -0.67300 -1.76237 -0.05586
C -1.33269 -1.92392 -1.27689
N -1.87428 -2.05533 -2.28196
N -0.96503 -2.52661 1.04375
C -0.17970 -2.12471 1.98658
C -0.11355 -2.63078 3.33465
C 0.79391 -2.10334 4.25436
C 0.84592 -2.59915 5.54179
C -0.01537 -3.62252 5.89774
C -0.92560 -4.16271 5.00350
C -0.97253 -3.66349 3.71885
H -1.66574 -4.05620 2.99291
H -1.57900 -4.95929 5.32179
F 0.03410 -4.10786 7.15446
H 1.54002 -2.20615 6.26774
H 1.45613 -1.30577 3.95467
O 0.65092 -1.10187 1.58790
C 0.54314 0.54740 -1.65683
H -0.04544 -0.21967 -2.15904
H 1.39586 0.80531 -2.29033
H 2.27628 0.50495 1.20767
H 2.75247 1.20210 -0.35479
H 0.31492 2.02044 1.30407
H -0.04860 3.72706 -0.44429
H 1.37308 3.15659 -1.32991
H -2.11247 1.56721 -5.17535
H -1.44178 2.16494 -6.69866
H -0.62587 0.86048 -5.82129
*
```

As for the structure (SMILES): CCOC(=O)[C@@H]1CCCN(c2oc(-c3ccc(F)cc3)nc2C#N)C1. The value obtained for the HOMO-LUMO gap is 8.27 eV. The calculation puts the LUMO energy at 0.4696 eV. The HOMO energy comes out at -7.8 eV.

=====

Record 2
# C18H18FeNO4S2

A molecular structure, C18H18FeNO4S2 (ωB97M-V/def2-TZVPD, OMol25).

Structure (ORCA input):
```
! wB97M-V def2-TZVPD RIJCOSX def2/J DEFGRID3
* xyz -1 5
Fe -0.71557 0.63824 0.87845
C 1.05390 -0.92262 -4.05901
C -0.05361 -0.13940 -3.40038
C -1.36168 -0.60837 -3.40054
C -2.37570 0.10524 -2.77496
C -2.09797 1.30819 -2.14346
C -0.79645 1.79725 -2.15065
C 0.21345 1.07328 -2.77080
H 1.23794 -0.56756 -5.07599
H 0.80397 -1.98271 -4.12076
H 1.98773 -0.82584 -3.50307
H -1.58469 -1.56090 -3.87008
H -3.38196 -0.29425 -2.75559
H -2.86985 1.85327 -1.61793
H -0.56958 2.73027 -1.64953
H 1.23093 1.44962 -2.75398
O -0.64507 -1.19652 -0.29855
C 0.30229 -1.95551 -0.41690
C 1.65653 -1.72955 0.03463
C 2.58497 -2.73836 -0.20019
C 3.89330 -2.59068 0.18617
C 4.31740 -1.41210 0.83096
C 3.42917 -0.40893 1.07149
C 2.05260 -0.51281 0.68472
O 1.25848 0.45036 0.90903
N 4.84195 -3.65313 -0.07539
O 4.44575 -4.66453 -0.63315
O 5.99821 -3.48980 0.28268
H 0.13707 -2.92247 -0.92753
H 2.27775 -3.65147 -0.69544
H 5.35320 -1.32537 1.12705
H 3.73107 0.50423 1.56602
C -3.56415 1.16876 4.45843
C -2.77262 1.31971 3.17150
S -2.23210 -0.19396 2.44573
C -2.52765 2.52609 2.63135
C -2.99820 3.81262 3.26287
S -1.62128 2.77274 1.13153
H -3.66192 0.11390 4.70891
H -4.57083 1.58699 4.36801
H -3.07248 1.66733 5.29853
H -3.64518 3.64197 4.12291
H -3.54572 4.41476 2.53266
H -2.14339 4.41198 3.59030
*
```

The value obtained for the HOMO-LUMO gap (spin up / spin down) is 5.44 / 5.60 eV. The calculation puts the LUMO energy (spin up / spin down) at 2.0368 / 2.0141 eV. The HOMO energy (spin up / spin down) comes out at -3.4 / -3.6 eV.

=====

ΔE to the lowest compared entry with this formula, charge and spin (computed, kJ/mol): 11.44 8.18
E_tot (computed, Eh): -1186.58659 -3112.56122
M (computed, g/mol): 343.358 432.324